P:
Molecular formula: C3H2NOS2
Method: DFT, wB97M-V/def2-TZVPD

Computed properties:
E_HOMO (eV): -2.91
Gap between HOMO and LUMO (eV): 6.188
Lowest unoccupied orbital energy (eV): 3.28
M (g/mol): 132.19
Net charge: -1

Element x y z (Å)
C 0.85779 0.61615 -1.11529
C 0.47314 0.25818 1.21278
C -1.38523 -0.75937 -0.98364
N 0.90946 0.40699 0.10085
O -2.33738 -0.33428 -0.42612
S 0.22773 -1.32947 1.94078
S -0.52620 0.84777 -2.21219
H 1.84734 0.88174 -1.58337
H -0.06665 -0.58769 3.06620

---

Q:
Molecular formula: C3H2NOS2
Method: DFT, wB97M-V/def2-TZVPD

Computed properties:
E_HOMO (eV): -4.72
Gap between HOMO and LUMO (eV): 8.019
Lowest unoccupied orbital energy (eV): 3.30
M (g/mol): 132.19
Net charge: -1

Element x y z (Å)
C 1.45196 -0.28172 0.01738
C 1.02946 1.09860 0.29785
C -1.35300 -0.59990 -0.24973
N 1.91319 -1.33027 -0.11830
O 1.47330 1.89787 -0.56502
S -2.91395 -0.85035 -0.30839
S -0.10857 1.16042 1.39257
H -0.60957 -1.22894 0.38765
H -0.88281 0.13429 -0.85400

---

Of them, Q has the highest stability.

---

P:
Molecular formula: C5H6Cl2O
Method: DFT, wB97M-V/def2-TZVPD

Computed properties:
E_HOMO (spin up / spin down) (eV): -8.26 / -7.88
Gap between HOMO and LUMO (spin up / spin down) (eV): 7.454 / 6.826
Lowest unoccupied orbital energy (spin up / spin down) (eV): -0.80 / -1.05
M (g/mol): 153.01

Element x y z (Å)
C 0.77698 -0.09565 -0.16131
C 0.68694 1.54036 -0.45041
C -0.29533 -0.46225 0.60100
C -0.38490 1.31230 -1.34643
C -0.33419 -1.79907 1.26121
O 1.67427 -0.68586 -0.72040
Cl -1.99747 1.75341 -0.99779
Cl -0.12367 0.71353 -2.91724
H 0.44729 2.11060 0.43728
H 1.64412 1.79263 -0.88972
H -1.02507 0.25498 0.92947
H -0.62021 -1.71222 2.30783
H 0.63240 -2.29707 1.17755
H -1.08115 -2.42570 0.76897

---

Q:
Molecular formula: C5H6Cl2O
Method: DFT, wB97M-V/def2-TZVPD

Computed properties:
E_HOMO (eV): -8.89
Gap between HOMO and LUMO (eV): 9.708
Lowest unoccupied orbital energy (eV): 0.82
M (g/mol): 153.01

Element x y z (Å)
C 0.60532 -1.37302 -0.89199
C -2.32501 1.47274 0.96581
C 1.47206 -0.11673 -1.02983
C -1.35434 0.70732 0.22325
C 1.47256 -0.91537 0.25345
O -1.27874 1.98648 0.04261
Cl 2.81341 -1.86885 0.79701
Cl 0.39126 -0.27570 1.56256
H -0.44818 -1.19876 -0.65292
H 0.81568 -2.38680 -1.42241
H -3.32818 1.56324 0.67894
H -2.27530 1.78561 2.00144
H 2.46067 -0.18533 -1.66005
H 0.97879 0.80517 -0.86788

---

Of them, P has the highest stability.

---

P:
Molecular formula: C3H3O2P
Method: DFT, wB97M-V/def2-TZVPD

Computed properties:
E_HOMO (spin up / spin down) (eV): -8.61 / -8.80
Gap between HOMO and LUMO (spin up / spin down) (eV): 7.302 / 8.317
Lowest unoccupied orbital energy (spin up / spin down) (eV): -1.31 / -0.49
M (g/mol): 102.03

Element x y z (Å)
C -0.56364 0.80694 -0.70064
C 0.11194 0.34126 -1.65080
C -0.36238 0.66551 0.87876
O -0.89230 1.37160 1.69503
O 0.21335 -0.41546 1.19466
P 1.47422 -1.45837 0.93600
H -1.53724 1.22411 -0.61617
H 0.86443 0.14542 -2.31789
H 0.69162 -2.68101 0.58105

---

Q:
Molecular formula: C3H3O2P
Method: DFT, wB97M-V/def2-TZVPD

Computed properties:
E_HOMO (eV): -9.75
Gap between HOMO and LUMO (eV): 8.903
Lowest unoccupied orbital energy (eV): -0.84
M (g/mol): 102.03

Element x y z (Å)
C -1.62174 -0.72249 0.12879
C -0.51206 -1.17652 0.02569
C 1.43712 0.38366 -0.43234
O -2.45529 1.63553 1.02141
O 0.77265 1.31898 -0.17918
P -1.86955 1.08427 -0.18867
H 2.24533 -0.12608 0.30873
H 1.41556 -0.34275 -1.24842
H 0.58798 -2.05460 0.56399

---

Of them, P has the highest stability.

---

P:
Molecular formula: C2H9N2O
Method: DFT, wB97M-V/def2-TZVPD

Computed properties:
E_HOMO (eV): -13.30
Gap between HOMO and LUMO (eV): 9.394
Lowest unoccupied orbital energy (eV): -3.91
M (g/mol): 77.11
Net charge: +1

Element x y z (Å)
C -0.10429 0.49007 -1.58451
C 0.83978 -0.32228 2.19875
N -0.42862 0.78271 -3.06037
N 1.76217 -1.33063 2.47602
O 0.51511 0.07631 1.13367
H -0.38598 -0.51404 -1.52704
H -0.86319 0.93410 -0.90699
H 1.04332 0.55916 -1.35424
H 0.26516 0.10324 3.15435
H 0.09791 0.29837 -3.82183
H -1.29688 0.36271 -3.39097
H 2.24430 -1.40375 3.36003
H 2.15833 -1.85601 1.71640
H -0.79382 1.72333 -3.23805

---

Q:
Molecular formula: C2H9N2O
Method: DFT, wB97M-V/def2-TZVPD

Computed properties:
E_HOMO (eV): -14.49
Gap between HOMO and LUMO (eV): 5.000
Lowest unoccupied orbital energy (eV): -9.49
M (g/mol): 77.11
Net charge: +1

Element x y z (Å)
C 0.61314 0.34054 -2.15872
N 0.15079 0.22372 -0.85221
C -0.71377 -0.77195 -0.59479
N -1.30611 -0.67145 0.55649
H 1.30559 -0.51761 -2.31446
H 1.18877 1.24843 -2.30986
H -0.19812 0.21968 -2.91214
H 0.94401 -2.05380 1.44133
H -0.90814 -1.59483 -1.30700
H 1.55677 -2.38987 1.69284
H -2.08853 -1.34036 0.55753
H 0.10290 1.36070 1.52787
H 0.68894 1.74768 2.90782
O 0.59249 1.02168 2.28646

---

Of them, P has the highest stability.

---

P:
Molecular formula: C2H9N2O
Method: DFT, wB97M-V/def2-TZVPD

Computed properties:
E_HOMO (eV): -13.15
Gap between HOMO and LUMO (eV): 9.749
Lowest unoccupied orbital energy (eV): -3.40
M (g/mol): 77.11
Net charge: +1

Element x y z (Å)
C 0.99576 0.51028 0.06546
C 0.86620 -0.82827 0.02281
N -0.42224 -1.37340 -0.46459
N 2.32547 0.98538 0.08801
H 0.28117 1.25953 0.38319
H 1.72504 -1.47537 -0.04895
H -0.99189 -0.60555 -0.82338
H -1.06265 -1.76716 0.23904
H -0.27820 -2.12576 -1.13968
H 2.95068 0.37656 0.58951
H 2.38435 1.95934 0.29222
H -2.72073 1.55674 -0.20427
H -3.38237 0.85415 0.82938
O -2.67057 0.67354 0.17126

---

Q:
Molecular formula: C2H9N2O
Method: DFT, wB97M-V/def2-TZVPD

Computed properties:
E_HOMO (eV): -14.24
Gap between HOMO and LUMO (eV): 10.206
Lowest unoccupied orbital energy (eV): -4.04
M (g/mol): 77.11
Net charge: +1

Element x y z (Å)
C -1.54303 1.09631 1.17985
N 0.56753 0.91982 -1.72531
C 0.28933 0.95279 -0.43632
N -0.80279 1.60239 -0.01982
H -1.68918 1.79954 1.96827
H -0.79459 0.40260 1.37554
H -2.51236 0.85980 0.82329
H 1.48447 0.57880 -1.98391
H 0.00702 1.54345 -2.34973
H 0.74569 0.25094 0.31180
H -1.20394 2.44790 -0.58652
H 1.55080 -4.44669 1.38300
H 0.51987 -3.93515 0.44750
O 1.38265 -3.68141 0.79569

---

Of them, Q has the highest stability.

---

P:
Molecular formula: C2H4O3S
Method: DFT, wB97M-V/def2-TZVPD

Computed properties:
E_HOMO (eV): -9.83
Gap between HOMO and LUMO (eV): 9.594
Lowest unoccupied orbital energy (eV): -0.24
M (g/mol): 108.12

Element x y z (Å)
C -0.08581 -0.73080 0.88082
C -1.09135 0.31904 0.42605
O -1.35487 1.29968 1.06158
O 0.08204 -1.77718 0.32113
O 1.41703 0.75382 -0.47049
S -1.81683 -0.08093 -1.12164
H 0.44372 -0.43650 1.79839
H 1.39951 0.57104 -1.41261
H 2.16804 1.33120 -0.30506
H -1.16147 -1.24938 -1.17818

---

Q:
Molecular formula: C2H4O3S
Method: DFT, wB97M-V/def2-TZVPD

Computed properties:
E_HOMO (eV): -9.65
Gap between HOMO and LUMO (eV): 10.142
Lowest unoccupied orbital energy (eV): 0.49
M (g/mol): 108.12

Element x y z (Å)
C -0.83245 -0.63462 0.57105
C 0.42216 0.00233 0.06067
O -0.34781 -0.86299 -0.68340
O -1.96508 -0.01313 0.78640
O 0.15580 1.53421 -0.36354
S 2.09142 -0.37408 0.36905
H -0.61738 -1.47303 1.36984
H -2.08807 0.57841 -0.02027
H 0.63856 2.14936 0.16207
H 1.77657 -1.23072 1.45674

---

Of them, P has the highest stability.

---

P:
Molecular formula: C7H12NO
Method: DFT, wB97M-V/def2-TZVPD

Computed properties:
E_HOMO (eV): -15.00
Gap between HOMO and LUMO (eV): 10.768
Lowest unoccupied orbital energy (eV): -4.23
M (g/mol): 126.18
Net charge: +1

Element x y z (Å)
C -2.28120 1.65806 2.37580
C -1.30850 0.94721 2.07756
C 1.91151 -0.42942 1.61048
C 1.27616 -0.80061 0.24147
C -0.19869 0.23911 1.48315
C 1.88284 -0.15233 -0.99888
C -2.14147 -0.07951 -2.23017
N -0.09356 -0.35458 0.32587
O 0.80298 0.29992 2.19168
H -3.21776 2.15066 2.50309
H 2.19901 -1.11520 2.32821
H 2.68002 0.39253 1.54591
H 1.34022 -1.87261 -0.00437
H 2.33178 0.73932 -0.72330
H 1.21728 -0.18800 -1.86120
H 2.87831 -0.66422 -1.32410
H -3.23474 0.04778 -2.11393
H -1.72663 0.93746 -2.01385
H -1.58195 -0.92166 -1.72482
H -0.80367 -0.59548 -0.39606
H -1.93194 -0.23840 -3.29254

---

Q:
Molecular formula: C7H12NO
Method: DFT, wB97M-V/def2-TZVPD

Computed properties:
E_HOMO (eV): -13.94
Gap between HOMO and LUMO (eV): 9.562
Lowest unoccupied orbital energy (eV): -4.38
M (g/mol): 126.18
Net charge: +1

Element x y z (Å)
C -1.35650 0.04853 -1.99431
C 0.42845 -1.40663 1.63941
C -0.39093 -0.18722 2.05106
C 0.18369 -1.47842 0.14634
C -0.23745 0.79769 0.86791
C 0.05125 0.18682 -1.63564
C 0.58552 1.63344 -1.86200
N -0.29671 -0.05896 -0.27014
O -2.46789 0.00566 -1.96767
H 1.56515 -1.15764 1.84873
H 0.29974 -2.48173 2.10631
H -1.33671 -0.52178 2.24987
H 0.01097 0.28602 2.96484
H 1.12990 -1.68289 -0.40995
H -0.62832 -2.08897 -0.12992
H -1.06744 1.53880 1.01363
H 0.69540 1.26046 0.97651
H 0.77158 -0.61219 -2.15761
H 1.05504 1.69242 -2.85573
H 1.18003 1.84829 -0.94076
H -0.17477 2.37830 -1.64089

---

Of them, Q has the highest stability.

---

P:
Molecular formula: C3H3N2O
Method: DFT, wB97M-V/def2-TZVPD

Computed properties:
E_HOMO (eV): -12.57
Gap between HOMO and LUMO (eV): 7.040
Lowest unoccupied orbital energy (eV): -5.53
M (g/mol): 83.07
Net charge: +1

Element x y z (Å)
C -0.51829 0.47559 -2.26558
C -0.73735 0.00313 0.10320
C 1.49119 -0.12437 1.38507
N -0.57232 0.30622 -1.11617
N 0.22967 -0.22205 1.16551
O 2.55536 -0.12933 1.80146
H -0.35002 0.91665 -3.20655
H -1.81221 -0.26192 0.44626
H -0.28602 -0.96391 1.68680

---

Q:
Molecular formula: C3H3N2O
Method: DFT, wB97M-V/def2-TZVPD

Computed properties:
E_HOMO (eV): -17.34
Gap between HOMO and LUMO (eV): 10.207
Lowest unoccupied orbital energy (eV): -7.13
M (g/mol): 83.07
Net charge: +1

Element x y z (Å)
C 1.87081 -1.12655 -0.01400
C 0.33130 1.25455 -0.01507
C -1.24874 -0.47004 -0.27088
N 1.24900 1.91750 -0.14834
N -0.82060 0.57005 0.33715
O 2.97951 -1.26410 0.03514
H -2.22877 -0.87459 -0.01380
H -0.63126 -0.96675 -0.85770
H -1.50125 0.95994 0.94750

---

Of them, Q has the highest stability.